No. 1
Formula: C9H22N4
Source: the Open Molecules 2025 dataset
Level of theory: ωB97M-V/def2-TZVPD

The geometry in XYZ format:
```
35
C9H22N4 | the Open Molecules 2025 dataset | ωB97M-V/def2-TZVPD
C -1.632 0.310 -2.431
C 1.199 1.107 -1.356
C 0.191 1.544 -0.627
C -1.498 0.641 -1.178
C -0.290 -2.142 2.315
C -3.374 -1.622 1.174
C -0.873 -0.917 1.637
C 3.719 0.349 -0.609
C -2.059 -1.148 0.611
N 0.039 2.262 0.517
N 4.939 0.556 -1.181
N 2.592 1.524 -1.329
N -2.377 0.200 -0.051
H -2.684 0.000 -2.602
H -1.094 0.541 -3.247
H 1.124 0.316 -1.986
H 0.430 -1.930 3.161
H 0.270 -2.878 1.616
H -1.267 -2.495 2.709
H -3.880 -1.001 1.840
H -3.293 -2.649 1.697
H -4.242 -1.859 0.425
H -1.126 -0.196 2.479
H -0.065 -0.311 1.077
H 3.242 -0.671 -0.891
H 3.717 0.502 0.512
H -1.855 -1.817 -0.151
H 0.734 2.862 0.960
H -0.883 2.845 0.510
H 5.144 -0.002 -1.944
H 5.608 1.251 -0.924
H 2.724 2.377 -0.688
H 2.950 1.731 -2.240
H -2.792 0.752 0.699
H -3.338 -0.033 -0.504
```

As for the total charge: +2. Its lowest unoccupied orbital energy is -5.96 eV. The calculation puts the energy above the lowest of the compared OMol25 structures with the same formula, charge and spin at 91.0 kcal per mole. The calculation puts the calculated total energy at -574.37831 Eh. The HOMO energy is -15.86 eV. The frontier orbital gap is 0.364 Eh. The spin multiplicity is 1.

No. 2
Formula: C24H51Cl18N2Si
Source: the Open Molecules 2025 dataset
Level of theory: ωB97M-V/def2-TZVPD

The geometry in XYZ format:
```
96
C24H51Cl18N2Si | the Open Molecules 2025 dataset | ωB97M-V/def2-TZVPD
C 3.039 -0.670 -1.454
C 2.247 0.497 -1.931
C 2.819 1.583 -2.811
N 0.964 0.537 -1.580
N 0.062 0.590 -2.612
Si -1.486 0.169 -1.910
C -1.506 -1.734 -1.759
C -1.571 0.954 -0.191
C -2.866 0.748 -3.071
H 2.493 -1.090 -0.600
H 4.066 -0.455 -1.121
H 3.022 -1.456 -2.222
H 3.438 1.202 -3.635
H 3.337 2.335 -2.207
H 1.970 2.085 -3.281
H -0.824 -1.983 -0.946
H -2.529 -2.062 -1.551
H -1.165 -2.144 -2.708
H -2.475 0.598 0.321
H -1.650 2.036 -0.307
H -0.727 0.689 0.440
H -2.687 1.802 -3.289
H -2.834 0.202 -4.015
H -3.835 0.623 -2.580
Cl -4.983 -0.605 0.091
C -5.827 -1.466 1.398
C -5.223 -1.147 2.741
Cl -3.581 -1.815 2.895
H -5.786 -2.532 1.184
H -6.869 -1.150 1.378
H -5.826 -1.585 3.535
H -5.162 -0.075 2.906
Cl -2.912 -5.531 1.524
C -1.495 -5.133 2.524
C -1.114 -6.260 3.446
Cl -2.333 -6.521 4.726
H -1.721 -4.223 3.075
H -0.673 -4.925 1.840
H -0.175 -6.026 3.946
H -0.994 -7.195 2.904
Cl -2.570 5.494 -4.846
C -1.165 5.743 -3.765
C -0.923 4.575 -2.847
Cl -2.212 4.402 -1.626
H -1.338 6.659 -3.207
H -0.297 5.885 -4.406
H 0.008 4.717 -2.302
H -0.855 3.635 -3.395
Cl 0.501 -1.319 -4.880
C 0.915 -1.724 -6.562
C 1.507 -3.105 -6.702
Cl 3.126 -3.228 -5.961
H 1.598 -0.963 -6.931
H -0.008 -1.670 -7.140
H 1.625 -3.354 -7.756
H 0.870 -3.854 -6.238
Cl -2.952 2.046 3.031
C -3.838 3.522 3.476
C -4.833 3.298 4.586
Cl -6.212 2.285 4.077
H -4.321 3.904 2.580
H -3.094 4.248 3.803
H -5.249 4.253 4.903
H -4.368 2.820 5.444
Cl 1.078 4.612 -0.252
C 2.001 6.076 0.145
C 1.108 7.241 0.486
Cl 0.199 7.833 -0.931
H 2.650 6.306 -0.697
H 2.627 5.834 1.003
H 1.710 8.074 0.844
H 0.388 6.975 1.256
Cl 4.832 4.693 -0.496
C 5.567 3.271 0.299
C 6.772 2.764 -0.449
Cl 6.324 2.042 -2.011
H 4.801 2.503 0.390
H 5.863 3.584 1.296
H 7.261 1.985 0.134
H 7.489 3.561 -0.633
Cl 6.307 2.290 3.357
C 7.042 0.869 4.141
C 8.243 0.361 3.386
Cl 7.797 -0.348 1.814
H 6.274 0.104 4.231
H 7.341 1.176 5.142
H 8.731 -0.424 3.962
H 8.962 1.156 3.204
Cl -5.479 -11.134 1.506
C -4.732 -10.487 2.991
C -3.813 -9.326 2.714
Cl -2.345 -9.824 1.832
H -4.205 -11.301 3.482
H -5.544 -10.160 3.638
H -3.482 -8.887 3.653
H -4.308 -8.553 2.131
```

As for the total charge: -1. Its lowest unoccupied orbital energy is 1.88 eV. The calculation puts the calculated total energy at -9627.52352 Eh. The HOMO energy is -1.39 eV. The frontier orbital gap is 0.120 Eh. The spin multiplicity is 1.

No. 3
Formula: C5H5N
Source: the Open Molecules 2025 dataset
Level of theory: ωB97M-V/def2-TZVPD

The geometry in XYZ format:
```
11
C5H5N | the Open Molecules 2025 dataset | ωB97M-V/def2-TZVPD
C -0.125 1.005 0.282
C 1.029 -0.012 0.278
C 0.375 0.428 -0.997
N -0.626 -0.716 -0.971
C -1.117 -0.165 0.355
C -0.020 -1.142 0.313
H -0.215 2.041 0.589
H 2.057 0.039 0.622
H 0.777 0.926 -1.872
H -2.117 -0.222 0.788
H -0.019 -2.183 0.613
```

Its lowest unoccupied orbital energy is 1.25 eV. The calculation puts the energy above the lowest of the compared OMol25 structures with the same formula, charge and spin at 114.5 kcal per mole. The calculation puts the calculated total energy at -248.09254 Eh. The HOMO energy is -8.58 eV. The frontier orbital gap is 0.361 Eh. The spin multiplicity is 1.

Q: The lowest lowest unoccupied orbital energy belongs to which entry?
A: C9H22N4

Q: The highest lowest unoccupied orbital energy belongs to which entry?
A: C24H51Cl18N2Si